[1]
A cluster of 2 separate species, C4H11N3O3 in total at a distorted geometry. Source: OMol25; level of theory: ωB97M-V/def2-TZVPD.

Geometry as ORCA input:
```
! wB97M-V def2-TZVPD RIJCOSX def2/J DEFGRID3
* xyz 0 1
H 0.5770 -0.8990 -1.0969
H 1.0987 1.3712 -1.0505
N -1.9433 -0.4722 -1.5440
H 2.2988 -1.3019 -1.0215
H -1.5772 0.3284 -2.0317
O -1.4611 0.8829 1.7096
H -0.9503 1.6361 2.0451
O -0.8099 1.6514 -0.2966
H -2.4468 -1.1906 -2.0331
N 1.8447 0.7069 -1.2425
H 2.7366 1.0720 -0.9091
C 1.5421 -0.5820 -0.7016
C -2.0277 -0.4244 -0.1936
H 0.6903 -1.3000 1.3091
C 1.4705 -0.6395 0.9130
N -2.6165 -1.3268 0.4801
C -1.3228 0.7875 0.3899
H 2.4330 -1.0885 1.2250
H -2.6078 -1.1540 1.4789
H 1.7216 1.3349 1.0231
O 1.3502 0.6075 1.5473
*
```

Calculated values
Energy above the lowest of the compared OMol25 structures with the same formula, charge and spin   0.000 eV
LUMO   0.5 eV
Gap between HOMO and LUMO   0.3587 Ha
Structure (SMILES)   [H]/N=C(/N)C(=O)O.NCCO
Max |F|   0.0355 Eh/bohr
Calculated total energy   -14939.1486 eV



[2]
The ion C4H11N3PS with charge +1 at a distorted geometry. Source: OMol25; level of theory: ωB97M-V/def2-TZVPD.

Geometry as ORCA input:
```
! wB97M-V def2-TZVPD RIJCOSX def2/J DEFGRID3
* xyz 1 1
H 0.9599 2.4287 -0.1966
S 2.0776 -0.5030 -0.7325
P 0.7881 -0.0470 0.8006
N -0.6080 1.0549 0.1405
H -0.8031 -1.3371 1.8122
H 0.0200 -2.2600 0.3534
H -3.4154 -2.1713 -0.2054
C -0.1487 2.3722 -0.2775
C -3.4520 -0.9628 -0.0590
H -0.4037 2.4385 -1.2928
N -2.1118 -0.4953 0.0066
C 3.6312 -0.3219 0.2344
H -3.9222 -0.5486 -0.9203
H 4.4539 -0.2163 -0.5982
H 3.5443 0.5936 0.8574
H 3.8746 -1.2198 0.7839
H -0.5979 3.2023 0.2900
H -4.1240 -0.7769 0.8844
C -0.3464 -1.3757 0.8749
N -1.7343 0.6905 -0.1214
*
```

Calculated values
Energy above the lowest of the compared OMol25 structures with the same formula, charge and spin   2.218 eV
LUMO   -4.9 eV
Gap between HOMO and LUMO   0.3047 Ha
Max |F|   0.0902 Eh/bohr
Calculated total energy   -28910.2740 eV



[3]
The ion C4H11N3S with charge +2 at a distorted geometry. Source: OMol25; level of theory: ωB97M-V/def2-TZVPD.

Geometry as ORCA input:
```
! wB97M-V def2-TZVPD RIJCOSX def2/J DEFGRID3
* xyz 2 1
H 3.3889 -0.2517 -0.2293
N -1.0472 0.4913 0.5420
C -2.1631 0.5408 -0.4671
H -1.9465 0.6039 -2.8172
H 1.3725 -1.8323 2.0808
N 1.9186 -1.0222 1.7626
S -0.2373 -0.7630 -1.6700
H -2.6196 -0.3287 -0.1623
H -0.9611 1.4276 -1.6961
H 2.1407 0.8857 -0.8163
H -0.4262 -1.5148 0.5683
N 2.4363 0.1097 -0.1743
H -0.5520 1.4003 0.5341
H 2.9449 -0.9697 2.1021
C 1.6149 -0.4270 0.6672
H -2.8232 1.3651 -0.1516
C -1.5582 0.5682 -1.7625
C -0.1348 -0.6307 0.1323
H -1.3476 0.3475 1.5572
*
```

Calculated values
Energy above the lowest of the compared OMol25 structures with the same formula, charge and spin   2.114 eV
LUMO   -8.1 eV
Gap between HOMO and LUMO   0.3437 Ha
Structure (SMILES)   NC(=[NH2+])[C@H]1[NH2+]CCS1
Max |F|   0.0906 Eh/bohr
Calculated total energy   -19613.2453 eV



[4]
The ion C4H11N4 with charge +1 at a distorted geometry. Source: OMol25; level of theory: ωB97M-V/def2-TZVPD.

Geometry as ORCA input:
```
! wB97M-V def2-TZVPD RIJCOSX def2/J DEFGRID3
* xyz 1 1
N -0.4005 0.5114 -0.2210
H 2.0253 1.2009 1.7619
N 1.5836 -1.4996 -0.9340
H -1.7619 -1.2988 1.9120
N 1.7599 -0.4728 -0.0372
H -0.1388 -1.6527 1.2575
C -0.6345 1.5994 -1.1551
H -1.4724 -2.3689 0.3068
H -0.2443 1.2642 -2.1287
H 0.6711 -1.5194 -1.4543
C 0.9579 0.3866 0.2945
H 2.3566 -2.1104 -0.9731
C -1.0775 -1.4808 0.9300
N 1.2065 1.3026 1.2615
H -2.3566 -0.0367 -0.3403
C -1.3364 -0.2704 0.0546
H 0.5639 2.0648 1.5526
H -1.6489 1.9226 -1.0680
H -0.0530 2.4579 -1.0196
*
```

Calculated values
Energy above the lowest of the compared OMol25 structures with the same formula, charge and spin   3.390 eV
LUMO   -4.3 eV
Gap between HOMO and LUMO   0.2859 Ha
Structure (SMILES)   C/C=[N+](C)\C(N)=N/N
Max |F|   0.1200 Eh/bohr
Calculated total energy   -10277.7995 eV



[5]
A cluster of 2 separate species, C4H11N4 in total at a distorted geometry. Source: OMol25; level of theory: ωB97M-V/def2-TZVPD.

Geometry as ORCA input:
```
! wB97M-V def2-TZVPD RIJCOSX def2/J DEFGRID3
* xyz 1 1
H -2.0968 2.7459 0.6156
N -1.4827 2.0009 0.9210
N 0.1353 -1.9015 0.4420
C -0.4769 1.7175 -0.0080
H 0.2575 -2.8100 0.8792
H -0.1374 1.5459 -1.9464
N 0.7205 1.3411 0.2884
N -0.9166 1.5937 -1.3005
C 2.1228 -2.3609 -0.7325
H -1.1270 2.2629 1.8303
H 2.9172 -2.0783 -1.4072
H -1.6062 2.2687 -1.5923
H -1.2868 -0.3859 0.4094
H 2.2982 -3.2285 -0.1085
H -1.2508 -1.6106 1.8430
C 1.0535 -1.5926 -0.5968
H 0.8216 -0.7248 -1.1884
H 0.9307 1.6253 1.2362
C -0.8263 -1.2062 0.9331
*
```

Calculated values
Energy above the lowest of the compared OMol25 structures with the same formula, charge and spin   1.938 eV
LUMO   -4.9 eV
Gap between HOMO and LUMO   0.2990 Ha
Max |F|   0.0207 Eh/bohr
Calculated total energy   -10279.2517 eV



[6]
The ion C4H11N4O2 with charge +1 at a distorted geometry. Source: OMol25; level of theory: ωB97M-V/def2-TZVPD.

Geometry as ORCA input:
```
! wB97M-V def2-TZVPD RIJCOSX def2/J DEFGRID3
* xyz 1 1
H -0.6339 -0.0717 2.3731
C -0.8806 0.8644 0.5855
C 0.9691 -1.0652 -0.3438
C -0.0624 -0.0010 -0.4630
O 0.9478 -2.0793 -1.0157
H 0.5762 1.1983 1.9954
H -0.4993 -1.3325 -1.7922
H -0.6746 0.2622 -2.3616
N -0.3608 0.8121 1.9249
H -2.5393 1.8139 0.2031
O 1.8504 -0.7099 0.5918
H -2.9457 0.4477 0.7454
H -0.1831 2.0808 -1.3014
H 3.1037 -1.7849 -0.1632
H -1.9401 -0.4414 -1.4822
N -2.1815 0.8400 0.2136
C 0.0456 1.5277 -0.3581
N -0.9302 -0.3968 -1.6635
N 2.9359 -1.6054 0.7693
H 0.8591 1.9661 0.1703
H 2.5438 -2.3251 1.3723
*
```

Calculated values
Energy above the lowest of the compared OMol25 structures with the same formula, charge and spin   4.123 eV
LUMO   -3.1 eV
Gap between HOMO and LUMO   0.3804 Ha
Structure (SMILES)   NOC(=O)[C@]1([NH3+])CC1(N)N
Max |F|   0.0966 Eh/bohr
Calculated total energy   -14372.4112 eV



[7]
A structure of composition C4H11N4P at a distorted geometry. Source: OMol25; level of theory: ωB97M-V/def2-TZVPD.

Geometry as ORCA input:
```
! wB97M-V def2-TZVPD RIJCOSX def2/J DEFGRID3
* xyz 0 1
N -0.9225 -0.5094 -1.0301
N 0.9278 -0.8952 0.8234
H -3.0958 -0.9142 -0.8192
H -1.0629 -0.1652 -1.9491
H 3.4168 1.0241 -0.3831
C -2.0956 -0.7030 -0.2134
P 0.1422 0.3329 -0.0527
H -2.5554 1.4240 -0.4140
H 0.6894 -1.8538 0.4927
H 2.8855 -0.3820 1.5283
H -1.7671 -1.4835 0.5781
H 2.8623 -1.4610 0.1998
N -1.0906 1.0826 0.9116
N 1.3356 1.2767 -0.6725
C 2.4953 0.4944 -0.5798
C -2.3805 0.7414 0.4431
H 2.7452 0.1151 -1.5895
H -0.9380 2.0074 1.2515
H -3.0583 0.7283 1.2762
C 2.3579 -0.5983 0.4495
*
```

Calculated values
Energy above the lowest of the compared OMol25 structures with the same formula, charge and spin   0.000 eV
LUMO   0.9 eV
Gap between HOMO and LUMO   0.3269 Ha
Max |F|   0.0953 Eh/bohr
Calculated total energy   -19574.6180 eV



[8]
A cluster of 3 separate species, C4H11NO in total at a distorted geometry. Source: OMol25; level of theory: ωB97M-V/def2-TZVPD.

Geometry as ORCA input:
```
! wB97M-V def2-TZVPD RIJCOSX def2/J DEFGRID3
* xyz -1 2
H 2.0375 -3.1707 -0.9006
C 0.6174 -0.7165 0.5661
H 2.9906 -1.6983 -0.3396
H 2.2856 -1.9884 -1.9973
H -1.1199 -0.2302 1.3374
H -0.5373 2.2529 1.0197
C 2.1177 -2.0492 -0.8935
H 1.0799 -1.0834 1.4895
O -1.0707 3.0448 0.7995
C 0.9084 -1.2496 -0.6282
H -2.1769 0.2783 -1.6458
H 0.1461 -1.1463 -1.4021
H -0.5256 0.6054 -0.5022
H -2.5174 0.1963 0.1315
C -1.7564 0.2385 -0.6316
N -0.3768 0.2378 0.8285
H -1.6959 2.4928 0.2749
*
```

Calculated values
Energy above the lowest of the compared OMol25 structures with the same formula, charge and spin   5.094 eV
LUMO (spin up / spin down)   3.9 / 3.9 eV
Gap between HOMO and LUMO (spin up / spin down)   0.2050 / 0.1926 Ha
Expectation value of S²   0.758
Max |F|   0.0918 Eh/bohr
Calculated total energy   -7857.4195 eV



[9]
A cluster of 2 separate species, C4H11NO in total at a distorted geometry. Source: OMol25; level of theory: ωB97M-V/def2-TZVPD.

Geometry as ORCA input:
```
! wB97M-V def2-TZVPD RIJCOSX def2/J DEFGRID3
* xyz -1 2
H -0.5698 1.9058 0.8927
C -1.7774 0.8791 -1.1842
H -0.9927 -1.8009 0.1073
H -2.2814 1.6934 -0.6690
N 0.5768 0.3626 1.7625
H 3.6791 -0.4980 0.2117
C -0.2129 0.9023 0.7565
H 2.2714 -0.4390 0.3446
H 0.7239 0.9111 2.5947
H -0.5133 -1.4603 -1.6293
O 2.9088 -0.8556 -0.2717
C -0.3982 -1.1850 -0.5779
H 0.5312 -0.6345 1.8386
H -1.3220 1.2181 -2.1148
H -2.5344 0.1523 -1.3955
H 0.6483 -1.4048 -0.3818
C -0.7375 0.2534 -0.2845
*
```

Calculated values
Energy above the lowest of the compared OMol25 structures with the same formula, charge and spin   0.302 eV
LUMO (spin up / spin down)   4.0 / 3.8 eV
Gap between HOMO and LUMO (spin up / spin down)   0.1040 / 0.2893 Ha
Expectation value of S²   0.750
Max |F|   0.0269 Eh/bohr
Calculated total energy   -7862.2117 eV



[10]
A cluster of 2 separate species, C4H11NO in total at a distorted geometry. Source: OMol25; level of theory: ωB97M-V/def2-TZVPD.

Geometry as ORCA input:
```
! wB97M-V def2-TZVPD RIJCOSX def2/J DEFGRID3
* xyz -1 2
H -0.6955 -0.2962 -2.0916
H 0.3612 0.2400 -0.0155
H -2.6122 -1.6938 0.6674
H 1.5226 2.0707 -0.6725
H 3.3519 0.9703 1.5276
C -1.1052 -0.9180 -1.2957
H -0.8951 -1.5536 1.2453
H -1.9112 -1.5492 -1.6785
H -2.2439 0.5527 -0.2218
C -1.8009 -1.0207 0.9654
C 2.0073 1.3016 -0.0933
H 3.5803 2.4366 0.3922
H -0.2977 -1.5630 -0.9476
N -1.5113 -0.1372 -0.1359
O 1.3440 0.1231 -0.0964
H -2.1974 -0.4694 1.8197
C 3.1032 1.5061 0.6314
*
```

Calculated values
Energy above the lowest of the compared OMol25 structures with the same formula, charge and spin   1.383 eV
LUMO (spin up / spin down)   3.9 / 3.9 eV
Gap between HOMO and LUMO (spin up / spin down)   0.0959 / 0.3351 Ha
Expectation value of S²   0.750
Max |F|   0.0293 Eh/bohr
Calculated total energy   -7861.1307 eV



Among the records above, which one has the lowest max |F|? number 5



Which formula does entry 9 have? C4H11NO